No. 1
{
  "formula": "C21H46N4O16",
  "method": "wB97M-V/def2-TZVPD",
  "smiles": "COC(=O)OC.COC(=O)OC.COC(=O)OC.COC(=O)OC.CNC(C)=O.CC(N)=O.CC(N)=O.CC(N)=O",
  "lumo_energy_ev": 0.20,
  "homo_lumo_gap_ha": 0.359,
  "elements": ["C", "O", "C", "O", "O", "C", "H", "H", "H", "H", "H", "H", "C", "O", "C", "O", "O", "C", "H", "H", "H", "H", "H", "H", "C", "O", "C", "O", "O", "C", "H", "H", "H", "H", "H", "H", "C", "O", "C", "O", "O", "C", "H", "H", "H", "H", "H", "H", "C", "N", "C", "C", "O", "H", "H", "H", "H", "H", "H", "H", "C", "C", "N", "O", "H", "H", "H", "H", "H", "C", "C", "N", "O", "H", "H", "H", "H", "H", "C", "C", "N", "O", "H", "H", "H", "H", "H"],
  "positions_angstrom": [[2.514384, 4.772232, 5.299529], [2.617834, 4.959402, 6.758249], [1.553904, 4.959012, 7.565419], [0.378754, 4.654002, 7.288269], [1.995874, 5.433362, 8.789109], [1.201844, 5.706202, 9.875289], [1.865404, 5.566572, 4.930819], [1.863534, 3.915852, 5.123109], [3.493564, 4.752542, 4.821079], [1.051504, 6.761202, 10.104319], [1.716884, 5.373822, 10.776599], [0.225244, 5.226152, 9.812779], [2.646304, -11.850368, -7.884221], [3.100134, -10.847248, -7.090491], [2.453524, -10.440208, -5.972901], [1.457444, -10.978318, -5.429361], [3.127734, -9.329318, -5.589801], [2.701104, -8.590618, -4.450711], [3.133074, -12.753828, -7.516891], [2.918914, -11.719128, -8.931391], [1.558304, -11.901868, -7.842901], [2.413334, -9.224788, -3.612181], [1.861294, -7.964598, -4.752211], [3.447564, -7.908478, -4.043791], [-6.789306, 1.594552, 1.552399], [-8.023486, 2.322992, 1.617749], [-9.235856, 1.891292, 2.029809], [-9.493616, 0.762892, 2.359909], [-10.087286, 2.872812, 1.791669], [-11.480466, 2.628412, 2.008019], [-6.229106, 1.882962, 0.662959], [-6.911476, 0.541332, 1.805189], [-6.062906, 2.011292, 2.250099], [-11.997346, 2.794122, 1.062779], [-11.850056, 3.459592, 2.608559], [-11.753646, 1.685012, 2.480729], [-1.711036, -4.239828, 5.720159], [-2.265646, -3.482678, 6.811899], [-2.288046, -2.141488, 6.735869], [-1.570606, -1.535868, 5.999029], [-3.237976, -1.631138, 7.447519], [-3.285126, -0.256628, 7.712359], [-1.896206, -5.238718, 6.115159], [-0.650786, -4.008628, 5.617599], [-2.372306, -4.150358, 4.858279], [-2.919906, 0.278252, 6.835649], [-2.520336, 0.049072, 8.426329], [-4.302026, 0.048092, 7.959679], [5.883674, 0.450022, -2.764171], [6.105284, 1.414642, -3.927711], [5.611234, 2.662282, -3.909421], [5.307004, 3.225862, -5.261161], [5.180974, 3.223202, -2.882131], [5.267434, 0.785022, -1.929831], [6.875644, 0.399672, -2.315191], [5.660154, -0.576708, -3.053931], [6.330084, 1.010712, -4.825721], [5.970584, 2.787942, -6.006801], [5.427954, 4.307072, -5.194501], [4.288024, 2.962782, -5.545021], [0.612924, 0.254792, -0.806401], [0.628484, -1.234948, -0.583011], [-0.099836, -1.698458, 0.332189], [1.325634, -2.077508, -1.252571], [-0.369856, 0.697552, -0.644551], [0.892684, 0.284592, -1.859461], [1.344574, 0.802742, -0.212651], [-0.601826, -1.083828, 0.956969], [0.270794, -2.567678, 0.688799], [5.230924, -2.590998, -9.543981], [3.728044, -2.603618, -9.464941], [3.199704, -2.521498, -8.221571], [3.064814, -2.615498, -10.461731], [5.622354, -2.492618, -10.556501], [5.683144, -3.539278, -9.253531], [5.716094, -1.849678, -8.909031], [3.798424, -2.683478, -7.424451], [2.191704, -2.507388, -8.159651], [-3.537106, 7.604842, 1.728849], [-2.072076, 7.468112, 1.340659], [-1.356796, 8.518232, 0.884939], [-1.684486, 6.263102, 1.197579], [-3.884806, 8.637182, 1.690669], [-3.780986, 7.294142, 2.744759], [-4.293506, 7.141282, 1.095529], [-1.419276, 9.383622, 1.401929], [-0.480736, 8.354842, 0.409629]],
  "forces_ev_per_a": [[-2.26, 0.12, 1.14], [0.51, -0.01, -0.12], [-2.50, 0.28, 0.15], [3.31, 0.76, 0.72], [1.28, -0.56, -2.82], [-1.44, -0.21, 1.60], [0.50, 0.44, -0.16], [0.65, -0.51, -0.09], [-0.17, -0.08, 0.58], [0.02, 0.33, -0.84], [0.07, -0.51, -0.13], [0.01, -0.05, -0.04], [-1.11, -2.08, -0.55], [0.63, 2.87, 1.75], [-1.90, -1.03, 0.88], [3.36, 1.90, -1.83], [0.08, -0.66, 0.05], [-1.06, 0.12, 0.54], [-0.46, -0.47, -0.28], [0.29, 0.45, 0.18], [-0.02, -0.40, 0.11], [-0.19, -0.24, -0.27], [-0.18, -0.12, 0.14], [0.57, -0.33, -0.73], [0.16, 0.29, 1.06], [0.02, 1.04, -0.02], [1.34, -1.44, -1.45], [-0.02, 0.27, 0.53], [-0.23, 0.16, 0.41], [-0.65, 0.98, 0.01], [-0.92, -0.70, -0.77], [-0.05, 0.02, -0.61], [-0.50, 0.08, 0.89], [0.17, -0.56, -0.20], [0.18, -0.12, 0.38], [0.50, -0.01, -0.23], [-0.70, -0.17, 1.26], [-0.92, 0.47, 0.83], [0.78, -1.13, -1.77], [1.01, 0.95, -0.60], [-1.57, -1.10, 1.88], [1.14, 1.38, -0.98], [0.59, -0.19, -0.32], [-0.25, -0.07, -0.50], [0.56, 0.41, -0.30], [-0.50, 0.08, -0.36], [-0.39, -0.34, 0.69], [0.28, -0.30, 0.15], [2.22, 0.80, -0.33], [-0.71, -1.82, 1.41], [-2.44, 0.69, 1.60], [0.79, 0.41, -0.24], [1.16, -0.89, -1.36], [-0.48, 0.46, -0.82], [0.07, -0.31, 0.28], [-0.39, 0.36, -0.47], [-0.14, 0.01, 0.28], [0.05, 0.27, -0.21], [-0.13, -0.08, -0.33], [-0.03, 0.10, 0.22], [0.19, -0.46, -1.21], [4.50, -0.62, -4.87], [-2.92, -1.68, 4.70], [-1.17, 2.84, 1.20], [0.00, -0.08, -0.04], [-0.05, 0.78, 0.01], [0.07, -0.29, 0.04], [0.12, -0.22, 0.05], [-0.71, -0.26, 0.10], [1.28, -0.49, 0.06], [1.11, 0.39, 0.12], [0.10, -0.06, 0.33], [-1.09, -0.10, -1.07], [-0.58, 0.40, -0.08], [-0.33, -0.29, 0.40], [-0.24, 0.18, 0.02], [-0.48, 0.11, -0.05], [0.24, -0.14, 0.27], [-0.61, 1.90, 0.82], [-0.50, -5.45, -1.44], [0.03, 0.88, 0.47], [-0.33, 3.49, 0.44], [0.29, 0.42, 0.10], [0.50, -0.32, 0.00], [0.84, -0.66, -0.42], [-0.17, 0.05, -0.35], [-0.04, -0.33, 0.38]],
  "mulliken_charge": [-0.59, -0.29, 0.79, -0.59, -0.30, -0.65, 0.29, 0.30, 0.22, 0.26, 0.24, 0.32, -0.63, -0.29, 0.76, -0.57, -0.28, -0.64, 0.26, 0.23, 0.33, 0.30, 0.28, 0.25, -0.65, -0.31, 0.80, -0.57, -0.29, -0.62, 0.25, 0.32, 0.26, 0.24, 0.24, 0.33, -0.62, -0.33, 0.82, -0.57, -0.29, -0.66, 0.22, 0.28, 0.30, 0.33, 0.30, 0.23, -0.87, -0.22, 0.72, -0.98, -0.65, 0.32, 0.31, 0.30, 0.22, 0.33, 0.29, 0.24, -0.92, 0.61, -0.33, -0.70, 0.36, 0.25, 0.27, 0.22, 0.25, -1.02, 0.66, -0.38, -0.59, 0.30, 0.30, 0.29, 0.20, 0.23, -0.90, 0.57, -0.39, -0.60, 0.31, 0.28, 0.27, 0.23, 0.24]
}

No. 2
{
  "formula": "C6H15BS3",
  "method": "wB97M-V/def2-TZVPD",
  "lumo_energy_ev": -1.19,
  "homo_lumo_gap_ha": 0.259,
  "elements": ["B", "C", "C", "C", "C", "C", "C", "S", "S", "S", "H", "H", "H", "H", "H", "H", "H", "H", "H", "H", "H", "H", "H", "H", "H"],
  "positions_angstrom": [[-0.470298, 0.181088, 0.230664], [1.663790, -1.221383, 1.149363], [-0.415251, -2.021695, -1.245555], [-0.555678, 2.893122, 0.831189], [1.170344, 0.169954, 0.589168], [-0.967603, -0.621758, -1.124593], [-0.674094, 1.717030, -0.096524], [2.217646, 0.702248, -0.930575], [-2.713216, -0.753393, -0.969875], [-0.637141, 2.255672, -1.763720], [1.511661, -1.030743, 2.150762], [2.676807, -1.363946, 0.783545], [1.118496, -2.074177, 0.788378], [-0.633371, -2.409091, -2.154824], [0.584970, -1.940716, -1.051786], [-0.785507, -2.657755, -0.437389], [-0.184893, 3.805235, 0.403331], [0.323403, 2.667254, 1.590526], [-1.430079, 3.200287, 1.330586], [1.413093, 0.860921, 1.404079], [-0.875352, 0.030783, -2.062126], [-0.939979, -0.292088, 1.306182], [1.422534, 0.287139, -1.886836], [-2.761665, -1.904444, -1.677995], [-0.540716, 3.629410, -1.527392]],
  "forces_ev_per_a": [[-0.23, -0.16, 0.05], [-0.22, 1.25, -2.86], [-0.96, 1.41, 2.43], [3.28, -0.92, 1.33], [0.67, -0.56, -1.57], [0.49, 0.95, 0.18], [0.37, 1.95, -1.04], [0.45, 0.05, 1.77], [-1.81, -0.56, -0.02], [-0.36, 0.49, 1.62], [0.24, -0.61, 2.47], [0.32, 0.05, 0.72], [-0.48, -0.16, 0.17], [-0.51, -1.54, -2.84], [2.87, -0.23, -0.26], [-0.34, 0.08, -0.14], [0.10, 0.34, -0.80], [-2.12, 0.10, -1.03], [-1.27, -0.34, 0.92], [0.01, 0.28, -0.58], [0.65, -1.38, 0.96], [0.02, 0.75, -0.85], [-0.58, -0.35, -0.45], [-0.49, 0.34, 0.02], [-0.11, -1.22, -0.19]],
  "mulliken_charge": [0.09, -1.35, -2.10, -1.42, -0.09, 0.44, 0.65, -0.19, -0.25, 0.01, 0.42, 0.35, 0.28, 0.61, 0.50, 0.38, 0.49, 0.19, 0.35, 0.30, 0.09, -0.17, 0.14, 0.11, 0.17]
}

No. 3
{
  "formula": "C32H22BaN6O11S3",
  "method": "wB97M-V/def2-TZVPD",
  "lumo_energy_ev": 3.56,
  "total_charge": -2,
  "homo_lumo_gap_ha": 0.201,
  "elements": ["Ba", "O", "C", "O", "C", "C", "C", "C", "C", "N", "C", "O", "O", "H", "H", "H", "H", "C", "C", "C", "C", "C", "C", "C", "C", "C", "S", "C", "N", "H", "H", "H", "H", "H", "H", "H", "H", "C", "C", "N", "C", "C", "S", "C", "C", "S", "C", "N", "C", "H", "H", "H", "H", "H", "H", "H", "H", "O", "C", "O", "C", "C", "C", "C", "C", "C", "O", "N", "O", "O", "N", "O", "O", "H", "H"],
  "positions_angstrom": [[-0.297206, -0.057243, 0.166153], [3.154514, -1.633299, 3.382515], [2.156958, -1.822266, 2.471673], [2.322598, -2.502931, 1.485301], [0.812781, -1.375587, 2.972575], [0.630165, -0.902884, 4.262571], [-0.661231, -0.619425, 4.678089], [-1.719017, -0.838559, 3.817403], [-1.447760, -1.289866, 2.534673], [-0.197523, -1.540946, 2.114257], [-2.564096, -1.522261, 1.504655], [-3.356815, -2.438598, 1.745976], [-2.529475, -0.751452, 0.503876], [3.956668, -1.875959, 2.899373], [1.485882, -0.752878, 4.903569], [-0.840838, -0.228294, 5.671797], [-2.739543, -0.635531, 4.108193], [1.222593, -2.407980, -2.406620], [2.497297, -1.683651, -2.083104], [3.655033, -1.913321, -2.867572], [4.800485, -1.255693, -2.557159], [4.829652, -0.381226, -1.448088], [6.011631, 0.310426, -1.096448], [5.998293, 1.133006, -0.006909], [4.835267, 1.273703, 0.767179], [3.645414, 0.622491, 0.475424], [2.284780, 0.818676, 1.539437], [3.634905, -0.223852, -0.698631], [2.482241, -0.868226, -1.060560], [1.321190, -3.004681, -3.314871], [0.393081, -1.711709, -2.536473], [0.953019, -3.066710, -1.580805], [3.604712, -2.595312, -3.707763], [5.701939, -1.388868, -3.147168], [6.903558, 0.176202, -1.698666], [6.892450, 1.679238, 0.273771], [4.845130, 1.916299, 1.638117], [-1.706261, 1.416153, -3.715868], [-2.317794, 0.062857, -3.568427], [-1.973539, -0.827368, -2.694130], [-2.729719, -1.978337, -2.810163], [-3.658322, -1.947698, -3.800877], [-3.608041, -0.446320, -4.612243], [-2.536169, -3.122869, -1.900127], [-3.295183, -4.250224, -1.924092], [-2.800528, -5.315403, -0.686617], [-1.584979, -4.177535, -0.209064], [-1.562976, -3.103581, -0.927544], [-0.690003, -4.458848, 0.951719], [-0.829083, 1.488946, -3.074310], [-2.413293, 2.186621, -3.403187], [-1.432737, 1.604123, -4.755109], [-4.362232, -2.712962, -4.080047], [-4.113338, -4.492495, -2.580553], [-0.470671, -5.525463, 1.020289], [-1.190131, -4.141373, 1.867952], [0.235307, -3.890600, 0.860400], [1.034335, 3.660208, -1.366335], [0.163987, 2.946093, -0.881722], [-0.050748, 1.706558, -1.142471], [-0.831136, 3.590151, 0.085109], [-1.240424, 4.856277, -0.213364], [-2.190693, 5.519361, 0.582166], [-2.697163, 4.919460, 1.713708], [-2.257677, 3.662368, 2.062892], [-1.325304, 2.895257, 1.267643], [-0.969563, 1.730034, 1.559408], [-2.808693, 3.126720, 3.302745], [-2.138481, 2.351200, 3.953898], [-3.855450, 3.617536, 3.718464], [-2.633690, 6.844925, 0.234864], [-3.415490, 7.423674, 0.983448], [-2.190533, 7.359760, -0.784184], [-0.814238, 5.352616, -1.073580], [-3.418078, 5.429342, 2.333569]],
  "forces_ev_per_a": [[1.99, -2.29, -2.66], [-0.20, -0.01, -0.25], [0.00, -0.42, 0.09], [-0.02, 0.17, 0.16], [-0.05, -0.15, 0.15], [0.10, 0.02, -0.02], [-0.03, 0.00, 0.05], [-0.01, 0.04, 0.02], [0.03, -0.36, 0.18], [-0.22, -1.48, 2.20], [-0.30, 0.15, -0.08], [0.02, -0.08, 0.14], [-1.90, -0.81, 0.72], [0.04, 0.01, 0.06], [-0.01, 0.03, 0.00], [0.00, 0.02, -0.01], [-0.01, -0.01, 0.00], [0.01, 0.01, 0.02], [-0.08, -0.02, -0.08], [-0.08, -0.04, -0.03], [0.04, 0.05, 0.03], [0.03, 0.00, -0.03], [0.01, -0.04, -0.07], [-0.09, 0.03, 0.09], [0.15, 0.02, -0.03], [-0.20, -0.15, 0.10], [0.61, 0.43, 0.03], [-0.11, 0.00, 0.05], [0.37, 0.17, 0.12], [0.00, 0.00, 0.00], [0.01, 0.00, -0.01], [-0.01, 0.00, -0.01], [-0.01, 0.00, 0.01], [0.01, 0.00, 0.01], [-0.01, 0.00, -0.01], [0.00, 0.01, 0.01], [0.01, 0.01, 0.00], [0.00, -0.06, -0.02], [0.05, 0.05, -0.01], [0.02, -0.15, 0.01], [0.06, 0.01, 0.16], [-0.08, -0.04, -0.08], [0.01, 0.04, -0.02], [-0.01, 0.19, 0.04], [-0.07, -0.07, -0.03], [0.00, -0.01, 0.03], [0.07, -0.05, 0.03], [0.08, 0.00, -0.10], [-0.02, 0.01, -0.06], [-0.01, 0.01, 0.00], [0.01, 0.01, 0.01], [-0.01, 0.01, -0.01], [0.00, -0.01, 0.02], [-0.01, 0.02, 0.00], [0.02, 0.01, 0.01], [-0.01, 0.00, 0.01], [-0.01, 0.01, 0.00], [0.01, 0.03, -0.15], [-0.09, 0.05, -0.01], [0.31, 3.12, -1.74], [0.04, 0.03, 0.07], [0.00, -0.01, 0.00], [-0.06, 0.14, -0.08], [-0.09, 0.03, 0.05], [-0.20, -0.23, -0.11], [0.06, 0.07, -0.02], [-0.49, 1.41, 0.83], [0.63, 0.90, 0.35], [-0.15, -0.39, -0.09], [-0.28, -0.32, -0.12], [0.28, -0.08, 0.17], [-0.10, 0.01, -0.04], [-0.08, 0.01, -0.07], [0.01, -0.01, 0.00], [0.01, -0.02, -0.03]],
  "mulliken_charge": [1.45, -0.51, 0.66, -0.55, -0.44, -0.60, -0.55, -0.79, 1.12, -0.03, -0.01, -0.75, -0.72, 0.39, 0.53, 0.40, 0.53, -0.54, 0.46, -0.93, -0.87, 0.97, -0.86, -0.50, -0.66, 1.09, -0.07, -1.30, 0.77, 0.37, -0.04, 0.02, 0.42, 0.33, 0.30, 0.35, 0.42, -0.99, 0.59, 0.34, 0.03, -0.71, -0.31, 0.04, -0.58, -0.33, 0.51, 0.47, -0.98, -0.09, 0.33, 0.42, 0.38, 0.39, 0.53, 0.23, -0.08, -0.74, 0.07, -0.67, 0.92, -0.46, -0.55, -0.30, -0.52, 0.18, -0.51, 0.91, -0.51, -0.69, 1.03, -0.68, -0.68, 0.55, 0.58]
}

No. 4
{
  "formula": "C3H5N3",
  "method": "wB97M-V/def2-TZVPD",
  "lumo_energy_ev": 0.71,
  "homo_lumo_gap_ha": 0.325,
  "elements": ["C", "C", "C", "N", "N", "N", "H", "H", "H", "H", "H"],
  "positions_angstrom": [[2.083119, -0.237590, 0.372495], [-1.088975, 0.661807, 0.228282], [-2.076090, -0.358073, -1.753650], [2.264487, -0.400301, -0.744470], [-1.709143, 0.235167, -0.730054], [2.045543, -0.077420, 1.717835], [-1.251187, 1.670098, 0.741638], [-1.344649, -0.385017, -2.591097], [-3.054744, -0.927692, -1.690923], [3.020138, -0.133643, 2.179809], [1.111503, -0.047333, 2.270135]],
  "forces_ev_per_a": [[-0.18, 0.11, 2.48], [-0.44, 0.74, 1.54], [-1.31, -1.74, -2.08], [-0.01, -0.08, -1.33], [1.32, 1.49, 2.18], [0.30, -0.01, 1.13], [0.10, -1.14, -1.44], [-1.07, 0.01, 0.38], [1.48, 0.64, -0.45], [-2.80, 0.13, -0.78], [2.61, -0.17, -1.63]],
  "mulliken_charge": [0.34, -0.30, -0.40, -0.40, 0.01, -0.45, 0.19, 0.25, 0.23, 0.24, 0.28]
}

No. 5
{
  "formula": "C4H7BO2",
  "method": "wB97M-V/def2-TZVPD",
  "multiplicity": 3,
  "lumo_energy_ev": [0.72, -2.37],
  "homo_lumo_gap_ha": [0.230, 0.312],
  "s2": 2.006,
  "elements": ["B", "C", "C", "C", "C", "O", "O", "H", "H", "H", "H", "H", "H", "H"],
  "positions_angstrom": [[-0.220291, -1.696494, -1.445902], [-0.001317, -0.153081, -1.412221], [-0.116572, 0.161383, -0.092167], [-0.231399, -1.046262, 0.812625], [0.143699, 1.456405, 0.608517], [-0.270550, -2.190017, -0.164177], [-0.157086, -2.544041, -2.549944], [0.203202, 0.648872, -2.157510], [0.537160, -1.217255, 1.543435], [-1.127818, -1.022004, 1.498903], [0.765484, 1.388473, 1.447459], [-0.831943, 1.738045, 0.938676], [0.571671, 2.240771, -0.043205], [0.014569, -3.398776, -2.175595]],
  "forces_ev_per_a": [[0.91, 0.39, -1.55], [0.19, -1.61, -6.79], [0.23, 1.91, 8.44], [-1.30, -0.52, -1.53], [-0.36, -0.15, -2.44], [-0.36, 0.99, 1.44], [-0.18, 1.12, 0.84], [-0.21, -1.08, 0.47], [1.14, -0.06, 0.02], [0.15, -0.20, -1.02], [1.00, -0.36, 1.45], [-0.79, 0.98, 0.56], [-0.41, -0.34, 0.16], [-0.02, -1.07, -0.07]],
  "lowdin_spin": [0.16, 0.72, 0.71, 0.09, 0.09, 0.05, 0.04, 0.04, 0.02, 0.03, 0.02, 0.03, 0.00, 0.00]
}